i) 9
Properties=species:S:1:pos:R:3 method="wB97M-V/def2-TZVPD" homo_lumo_gap_ev=6.278 e_homo_ev=-2.2 spin_multiplicity=1 charge=-1
O -2.563 1.399 0.875
N 0.267 -0.383 0.507
C 1.252 -0.440 -0.697
H 0.623 -0.039 1.336
H 1.875 -1.383 -0.944
H 0.658 -0.304 -1.594
H -0.639 -0.030 0.131
H -3.548 0.919 0.995
H 2.073 0.262 -0.609


ii) 9
Properties=species:S:1:pos:R:3 method="wB97M-V/def2-TZVPD" homo_lumo_gap_ev=6.786 e_homo_ev=-2.4 spin_multiplicity=1 charge=-1
O 1.715 -0.048 -1.282
N -0.336 -0.398 0.565
C -1.484 0.422 0.838
H -1.835 0.376 1.867
H -1.357 1.482 0.598
H -0.279 -0.652 -0.415
H 1.991 -0.965 -1.449
H -2.348 0.077 0.271
H 0.558 0.079 0.638


Energetically preferred structure: ii) | next structure: +97.2 kJ/mol